Record 1
Here is a structure of composition C36H50FN9O4SSiTa at a distorted geometry from the Open Molecules 2025 dataset. Energies are from ωB97M-V/def2-TZVPD.

Geometry (Å):
Ta  0.7758  -1.6321  -1.6375
C  3.6760  1.1217  -6.7550
C  3.5910  1.7805  -5.3819
N  2.3285  1.4880  -4.6999
C  2.1235  0.3961  -3.9727
S  0.4982  0.1920  -3.3036
N  3.0652  -0.4733  -3.8089
N  2.8300  -1.5107  -2.9938
C  3.7546  -2.4073  -2.9068
C  4.9847  -2.3840  -3.7524
C  3.5698  -3.4528  -1.9064
C  4.5182  -4.4528  -1.7330
C  4.3463  -5.3907  -0.7282
C  3.2313  -5.2996  0.0863
C  2.3221  -4.2850  -0.1562
N  2.4754  -3.3857  -1.1277
H  4.5500  1.4942  -7.2874
H  2.7894  1.3476  -7.3474
H  3.7636  0.0393  -6.6629
H  3.6646  2.8626  -5.4745
H  4.3985  1.4332  -4.7412
H  1.5361  2.0728  -4.9062
H  4.9372  -1.5609  -4.4549
H  5.0680  -3.3213  -4.3057
H  5.8785  -2.2723  -3.1362
H  5.3814  -4.5043  -2.3785
H  5.0770  -6.1745  -0.5798
H  3.0674  -6.0004  0.8917
H  1.4450  -4.1777  0.4610
C  1.2423  -4.9422  -3.7602
C  -0.1221  -4.4650  -3.3713
C  -1.2581  -5.1787  -3.6608
C  -2.5050  -4.7024  -3.2363
C  -2.6003  -3.4997  -2.5763
C  -1.4276  -2.7661  -2.3666
N  -0.2098  -3.2814  -2.7138
N  -1.2932  -1.5351  -1.8050
Si  -2.6673  -0.3880  -1.7529
C  -3.7989  -0.8455  -0.3117
C  -3.5141  -0.5175  -3.4299
C  -2.0475  1.3899  -1.5848
H  1.1776  -5.6617  -4.5727
H  1.7211  -5.4391  -2.9124
H  1.8626  -4.1040  -4.0769
H  -1.1843  -6.1057  -4.2102
H  -3.3986  -5.2786  -3.4375
H  -3.5444  -3.1122  -2.2233
H  -4.5331  -1.6039  -0.5917
H  -4.3700  0.0338  -0.0026
H  -3.2560  -1.2228  0.5568
H  -4.2859  -1.2863  -3.4732
H  -2.7870  -0.7364  -4.2154
H  -3.9914  0.4328  -3.6761
H  -1.1167  1.4816  -1.0300
H  -2.8095  1.9861  -1.0765
H  -1.8977  1.8306  -2.5704
C  1.7409  2.0010  5.8129
C  2.1185  2.6260  4.4746
N  1.4159  1.9752  3.3536
C  2.0840  1.1093  2.5883
C  1.5068  0.3631  1.5969
C  2.3268  -0.5197  0.7376
O  3.3062  -1.1130  1.0844
O  1.8341  -0.6129  -0.5118
C  0.0917  0.4062  1.3861
O  -0.5038  -0.3565  0.5788
C  -0.6184  1.3800  2.2022
C  -1.9931  1.5548  2.0188
C  -2.6605  2.5280  2.7041
F  -3.9901  2.6253  2.5345
C  -1.9993  3.4057  3.5855
C  -0.6483  3.1914  3.8020
C  0.0593  2.1816  3.1396
N  -2.6336  4.4899  4.2357
C  -2.8014  4.3955  5.6821
C  -2.9900  5.7802  6.2866
N  -4.1452  6.4659  5.6253
C  -3.9303  6.5418  4.1443
C  -3.7836  5.1275  3.6018
H  2.2632  2.5147  6.6184
H  2.0281  0.9499  5.8386
H  0.6676  2.0657  5.9912
H  3.1851  2.5144  4.2953
H  1.9071  3.6940  4.4622
H  3.1453  1.0055  2.7788
H  -2.5159  0.9042  1.3334
H  -0.1398  3.8672  4.4754
H  -1.9182  3.9445  6.1293
H  -3.6649  3.7603  5.9368
H  -2.1078  6.3943  6.1163
H  -3.1808  5.7074  7.3556
H  -4.2754  7.3999  6.0176
H  -5.0053  5.9427  5.8083
H  -3.0237  7.1182  3.9706
H  -4.7758  7.0457  3.6799
H  -3.6239  5.1854  2.5279
H  -4.7187  4.5790  3.7779
C  -0.9404  -4.0610  0.8738
O  -0.1896  -2.9261  0.4053
H  -2.0084  -3.9035  0.7242
H  -0.7312  -4.2349  1.9289
H  -0.6327  -4.9311  0.2972
H  -0.5630  -2.1080  0.7745

Atoms 1-6, force components in eV/Å:
-0.2 -0.5 -1.8
0.0 0.0 0.1
0.1 -0.1 -0.3
0.0 0.1 0.0
-0.3 -0.3 0.2
0.1 -1.1 0.7

As for the net charge: +3. As for the LUMO energy: -0.280 hartree. The value obtained for the HOMO energy is -0.537 Ha. The calculation puts the gap between HOMO and LUMO at 7.0095 eV.

Results of the Mulliken charge analysis, in e, for atoms 1 through 99: 1.873, -1.066, -0.405, -0.179, 0.471, -0.512, -1.403, 0.574, 0.492, -1.755, 0.717, -0.994, -0.863, -0.948, -0.819, 0.529, 0.371, 0.306, 0.280, 0.413, 0.251, 0.217, 0.333, 0.403, 0.396, 0.585, 0.472, 0.533, 0.640, -1.248, 0.737, -0.897, -0.666, -0.936, 0.777, 0.272, 1.476, 0.318, -1.294, -1.209, -1.141, 0.544, 0.164, 0.139, 0.511, 0.512, 0.470, 0.458, 0.392, 0.315, 0.377, 0.350, 0.463, 0.227, 0.425, 0.458, -0.968, -0.910, 0.058, -0.237, -0.072, -0.089, -0.548, -0.462, -0.100, -0.372, 0.925, -0.166, 0.059, -0.340, -1.262, -0.808, 0.297, 0.275, -0.421, -0.763, -0.113, -1.019, -0.594, 0.399, 0.338, 0.285, 0.451, 0.399, 0.545, 0.604, 0.621, 0.346, 0.221, 0.361, 0.409, 0.358, 0.396, 0.377, 0.438, 0.504, 0.431, -0.975, 0.161



Record 2
Here is the molecule C10H10BrN at a distorted geometry from the Open Molecules 2025 dataset. Energies are from ωB97M-V/def2-TZVPD.

Geometry (Å):
C  -2.5073  1.6756  0.5409
C  -2.1491  1.8652  -0.7779
C  -1.6168  0.9885  1.3717
C  -0.9017  1.5952  -1.2699
C  -0.4186  0.5968  0.8962
C  0.0660  0.9170  -0.4070
C  1.2641  -1.7249  -0.0785
C  0.4014  -0.3478  1.7199
C  1.3273  0.5828  -0.9931
C  1.6950  -2.9202  -0.8390
N  0.7507  -1.5059  0.9970
Br  2.9700  0.8047  0.0452
H  -3.6025  1.8628  0.9009
H  -2.7723  2.5223  -1.4149
H  -1.7247  0.8829  2.4778
H  -0.8446  1.7711  -2.3874
H  1.3435  0.0804  1.8097
H  0.1123  -0.6670  2.7263
H  1.4508  0.8472  -2.0471
H  1.9235  -2.6929  -1.9374
H  0.7737  -3.6023  -0.8197
H  2.4594  -3.5317  -0.5138

Atoms 1-6, force components in eV/Å:
-2.2 -0.8 1.8
-0.6 1.9 -0.6
-1.8 1.4 1.0
0.6 -1.3 -0.2
2.4 -1.0 -0.7
-1.6 1.1 -1.3

As for the net charge: 0. As for the LUMO energy (alpha / beta): 0.000 / 0.000 hartree. The value obtained for the HOMO energy (alpha / beta) is -0.256 / -0.256 Ha. The calculation puts the gap between HOMO and LUMO (alpha / beta) at 6.9548 / 6.9615 eV.

Charge distribution, natural (NBO) scheme, values in e: -0.228, -0.228, -0.187, -0.203, -0.064, -0.106, 0.494, -0.276, -0.385, -0.718, -0.378, -0.018, 0.219, 0.212, 0.213, 0.220, 0.244, 0.221, 0.217, 0.252, 0.253, 0.249



Record 3
Here is a cluster of 2 separate species, CH5N3O in total at a distorted geometry from the Open Molecules 2025 dataset. Energies are from ωB97M-V/def2-TZVPD.

Geometry (Å):
C  -0.2271  0.7278  -0.5591
N  -1.8667  -0.9302  -0.0395
N  0.0834  -1.0571  0.9849
N  -0.7908  -0.4305  0.1172
O  -2.6158  -0.1730  -1.7158
H  -1.0466  1.3578  -0.8835
H  0.4686  1.2925  0.1326
H  0.5736  0.5016  -1.3239
H  -0.2815  -1.0502  1.9414
H  0.9491  -0.5698  0.7627

Atoms 1-6, force components in eV/Å:
2.3 1.6 -0.2
-2.5 1.0 -3.1
1.2 0.0 0.2
-0.2 -0.3 -0.4
1.3 -0.9 2.8
0.1 -0.2 -0.5

As for the net charge: 0. As for the LUMO energy (alpha / beta): -0.006 / 0.002 hartree. The value obtained for the HOMO energy (alpha / beta) is -0.343 / -0.333 Ha. The calculation puts the gap between HOMO and LUMO (alpha / beta) at 9.1787 / 9.1412 eV.

Charge distribution, natural (NBO) scheme, values in e: -0.486, 0.058, -0.638, 0.065, -0.493, 0.287, 0.205, 0.242, 0.395, 0.365



Record 4
Here is a structure of composition C39H56BaCl2N2O6Si3 at a distorted geometry from the Open Molecules 2025 dataset. Energies are from ωB97M-V/def2-TZVPD.

Geometry (Å):
Ba  -0.0409  -1.1131  0.4856
C  -4.6850  3.8664  -0.1901
Si  -3.1645  2.7545  -0.0359
C  -1.8925  3.6448  -1.1037
C  -2.6528  2.9856  1.7588
C  -3.4365  1.0741  -0.5260
Si  -3.5344  0.8111  -2.2627
C  -4.2947  -0.8269  -2.7743
C  -4.5497  2.0898  -3.1934
C  -1.8657  0.8360  -3.1130
Si  -4.4383  0.0785  0.5053
C  -6.2862  0.4060  0.3068
C  -4.1532  0.1429  2.3508
C  -4.3061  -1.7778  0.0629
C  -5.4645  -2.5517  -0.0815
C  -5.3827  -3.8726  -0.4910
C  -4.1368  -4.4076  -0.7733
C  -3.0159  -3.6065  -0.5992
N  -3.0709  -2.3302  -0.1642
H  -4.4468  4.9122  0.0866
H  -5.4918  3.5083  0.4778
H  -5.0806  3.8593  -1.2251
H  -1.6788  4.6430  -0.6872
H  -2.2461  3.7749  -2.1438
H  -0.9528  3.0714  -1.1373
H  -1.9427  3.8246  1.8638
H  -2.1632  2.0754  2.1508
H  -3.5281  3.1984  2.3965
H  -5.3007  -0.9643  -2.3336
H  -3.6696  -1.6722  -2.4388
H  -4.3865  -0.8772  -3.8711
H  -5.5787  2.1267  -2.7884
H  -4.6015  1.8603  -4.2717
H  -4.1121  3.1011  -3.0762
H  -1.2334  0.0174  -2.7221
H  -1.3354  1.7877  -2.9207
H  -1.9599  0.7015  -4.2026
H  -6.4511  1.4955  0.3997
H  -6.9165  -0.1041  1.0593
H  -6.6317  0.1091  -0.7035
H  -4.4175  1.1337  2.7637
H  -3.0901  -0.0494  2.5991
H  -4.7732  -0.6200  2.8445
H  -6.4361  -2.0925  0.0983
H  -6.2798  -4.4690  -0.6097
H  -4.0173  -5.4307  -1.1132
H  -2.0383  -4.0229  -0.8061
Cl  2.0711  3.3466  6.6260
C  1.2915  2.2022  5.5290
C  0.4871  1.1618  6.0617
C  -0.1209  0.2544  5.2403
C  0.0283  0.3000  3.8075
O  -0.5119  -0.5810  3.0616
C  0.8171  1.4038  3.3080
C  0.9373  1.6701  1.9028
O  0.3590  1.0577  0.9909
C  1.4421  2.3163  4.1846
H  0.3610  1.0958  7.1369
H  -0.7405  -0.5414  5.6444
H  1.5919  2.5156  1.6367
H  2.0308  3.1309  3.7672
O  2.0522  -3.9277  -0.6315
Cl  0.6227  -3.8529  -0.5098
O  -0.0141  -5.0593  -0.9962
O  0.2336  -3.6169  0.8964
O  0.1079  -2.6993  -1.2837
C  6.9192  -1.9400  2.3437
C  5.4099  -1.8764  2.2278
C  4.6144  -2.4143  3.2442
C  3.2193  -2.3362  3.1144
C  2.3023  -2.9125  4.1750
C  2.6763  -1.7413  1.9945
C  3.4277  -1.1996  0.8860
C  4.8558  -1.2847  1.0947
N  2.6968  -0.6993  -0.1278
C  3.2216  -0.1379  -1.3784
C  2.7233  1.3206  -1.5160
C  3.1147  1.9458  -2.8670
C  4.6412  1.9486  -3.0053
C  5.1566  0.5055  -2.9273
C  4.5566  -0.3189  -4.0728
C  3.0297  -0.3196  -3.9323
C  2.5095  1.1225  -4.0133
C  2.6428  -0.9304  -2.5755
C  4.7587  -0.1098  -1.5733
H  7.2219  -2.3493  3.3135
H  7.3670  -0.9442  2.2401
H  7.3499  -2.5755  1.5597
H  5.0648  -2.8841  4.1159
H  2.8758  -3.3636  4.9908
H  1.6509  -3.6793  3.7450
H  1.6523  -2.1393  4.5962
H  1.6065  -1.7071  1.9271
H  5.5528  -0.8918  0.3713
H  3.1411  1.9103  -0.6867
H  1.6350  1.3287  -1.4006
H  2.7407  2.9703  -2.9176
H  5.0908  2.5455  -2.2001
H  4.9335  2.4054  -3.9605
H  6.2464  0.5048  -3.0064
H  4.9378  -1.3485  -4.0296
H  4.8512  0.1046  -5.0415
H  2.5836  -0.9114  -4.7363
H  1.4180  1.1295  -3.9398
H  2.7806  1.5688  -4.9790
H  2.9882  -1.9685  -2.4996
H  1.5547  -0.9541  -2.4901
H  5.2195  0.4823  -0.7766
H  5.1460  -1.1341  -1.5104

Atoms 1-6, force components in eV/Å:
-2.2 0.7 0.2
-0.6 0.4 -0.1
0.1 0.5 0.1
0.4 0.2 -0.3
0.4 -0.1 0.6
0.5 0.0 0.4

As for the net charge: -2. As for the LUMO energy: 0.147 hartree. The value obtained for the HOMO energy is -0.049 Ha. The calculation puts the gap between HOMO and LUMO at 5.3374 eV.

Results of the Mulliken charge analysis, in e, for atoms 1 through 99: 0.724, -1.178, -0.069, -0.610, -0.719, 1.993, -0.231, -0.991, -1.140, -0.665, -0.605, -1.220, -0.814, -0.288, -0.221, -0.566, -0.813, -0.126, 0.959, 0.343, 0.235, 0.247, 0.428, 0.291, -0.259, 0.354, -0.221, 0.407, 0.229, 0.134, 0.440, 0.204, 0.329, 0.297, -0.111, 0.216, 0.457, 0.156, 0.316, 0.279, 0.265, -0.036, 0.393, 0.312, 0.398, 0.439, 0.104, -0.292, 0.075, -0.428, -0.692, 0.547, -0.607, 0.904, -0.603, -0.057, -1.003, 0.384, 0.433, 0.098, 0.400, -0.620, 1.757, -0.750, -0.608, -0.602, -1.625, 0.528, -1.158, 0.062, -1.318, 0.636, 0.604, -1.090, 1.433, 0.882, -0.824, 0.569, -1.579, 0.284, -1.630, 0.601, -1.284, -0.896, -2.545, 0.354, 0.317, 0.288, 0.158, 0.366, 0.243, 0.157, -0.389, 0.538, 0.358, -0.083, 0.374, 0.537, 0.570



Record 5
Here is a cluster of 2 separate species, CH3N4 in total at a distorted geometry from the Open Molecules 2025 dataset. Energies are from ωB97M-V/def2-TZVPD.

Geometry (Å):
C  0.4291  0.1091  0.4452
N  0.1189  -4.2637  -0.9701
N  0.4337  -3.7727  -0.0286
N  1.3883  -0.3107  0.9117
N  -0.6027  0.5065  -0.0292
H  2.2444  -0.5926  1.1884
H  -1.0817  -0.0496  -0.7147
H  -1.0845  1.3592  0.3388

Atoms 1-6, force components in eV/Å:
5.5 -2.2 2.6
0.8 1.2 2.3
-0.8 -1.1 -2.3
-3.0 1.0 -0.9
-5.9 3.3 -1.8
3.3 -1.0 1.0

As for the net charge: +1. As for the LUMO energy: -0.168 hartree. The value obtained for the HOMO energy is -0.646 Ha. The calculation puts the gap between HOMO and LUMO at 13.0199 eV.

Charge distribution, natural (NBO) scheme, values in e: 0.767, 0.043, -0.042, -0.434, -0.767, 0.472, 0.474, 0.486



Record 6
Here is a structure of composition C4H8N2OS at a distorted geometry from the Open Molecules 2025 dataset. Energies are from ωB97M-V/def2-TZVPD.

Geometry (Å):
C  1.7262  -0.0469  -0.0929
C  -0.6650  0.7137  -0.0847
C  -1.6196  -0.5113  0.4974
C  -0.3929  -1.4562  0.0194
H  1.4040  2.1769  0.3615
H  2.9885  1.6956  0.0377
H  -0.2922  1.6653  0.4770
H  -1.0736  1.3516  -0.9723
H  -1.7412  -0.3528  1.6892
H  -2.5188  0.0310  -1.0970
H  0.2628  -2.2233  0.5724
H  -0.6246  -1.9982  -0.8773
N  2.1282  1.2617  0.0071
N  0.3471  -0.2630  -0.2952
O  -2.8273  -0.7545  -0.2078
S  2.8983  -1.2897  -0.0344

Atoms 1-6, force components in eV/Å:
0.2 -0.3 -0.2
-1.1 1.9 0.5
1.4 0.7 1.7
0.6 -0.6 1.0
2.3 -4.1 -1.6
2.6 -0.6 0.0

As for the net charge: 0. As for the LUMO energy: 0.009 hartree. The value obtained for the HOMO energy is -0.302 Ha. The calculation puts the gap between HOMO and LUMO at 8.4710 eV.

Charge distribution, natural (NBO) scheme, values in e: 0.305, -0.248, 0.105, -0.250, 0.368, 0.416, 0.189, 0.185, 0.200, 0.467, 0.242, 0.205, -0.804, -0.438, -0.680, -0.262



What did we get for relative energy (zero: lowest compared OMol25 entry of this formula, charge and spin)? Answer: 88.9, 268.9, 731.7, 91.2, 28.8, 414.9 kJ/mol, in the order shown.
What did we get for electronic energy? Answer: -82710.434, -82060.572, -7628.054, -105988.791, -7038.294, -20136.534 eV, in the order shown.